Record 1
Computed, not measured: a 4-piece molecular cluster, C3H13NO3 overall in a non-equilibrium geometry, with ωB97M-V/def2-TZVPD.

```
! RIJCOSX wB97M-V def2-TZVPD def2/J DEFGRID3
* xyz 0 1
C 0.97 2.56 -1.94
C 1.05 1.22 -1.64
N 2.26 0.52 -1.36
C 2.49 0.47 0.08
H 0.26 3.07 -1.30
H 1.40 2.96 -2.85
H 0.17 0.69 -1.27
H 2.96 1.12 -1.79
H 2.65 1.48 0.47
H 1.69 -0.01 0.62
H 3.37 -0.16 0.21
O -5.92 2.52 2.16
H -5.84 1.92 2.92
H -6.71 2.08 1.82
O -0.58 -0.30 1.84
H -0.05 -0.02 1.08
H -1.45 -0.18 1.44
O 0.99 -5.99 -0.31
H 1.54 -6.64 0.13
H 1.13 -5.11 0.05
*
```

Output
Energy relative to the best compared isomer or geometry (same formula, charge and spin) in eV: 3.292
HOMO energy in eV: -8.209
HOMO-LUMO gap in Ha: 0.3232
SMILES string: C=CNC.O.O.O
Maximum force in eV Å⁻¹: 2.3

Record 2
Computed, not measured: a 3-piece molecular cluster, C3H13NO3 overall in a non-equilibrium geometry, with ωB97M-V/def2-TZVPD.

```
! RIJCOSX wB97M-V def2-TZVPD def2/J DEFGRID3
* xyz 0 1
C 1.31 0.34 0.92
N -0.05 -0.01 0.52
C -0.18 -1.45 0.26
C -1.41 -2.07 0.91
O -2.57 -1.74 0.14
H 1.49 1.42 0.91
H 2.07 -0.03 0.25
H 1.48 0.06 1.95
H -0.69 0.34 1.21
H -0.20 -1.61 -0.82
H 0.75 -1.95 0.53
H -1.27 -3.15 0.89
H -1.53 -1.68 1.92
H -2.44 -0.88 -0.26
O -0.01 3.21 -0.33
H 0.10 2.30 -0.10
H 0.21 3.24 -1.27
O 1.04 1.58 -2.60
H 0.69 0.96 -3.24
H 1.18 1.11 -1.78
*
```

Output
Energy relative to the best compared isomer or geometry (same formula, charge and spin) in eV: 1.175
HOMO energy in eV: -9.502
HOMO-LUMO gap in Ha: 0.3713
SMILES string: CNCCO.O.O
Maximum force in eV Å⁻¹: 1.5

Record 3
Computed, not measured: a 3-piece molecular cluster, C3H13NO3S overall in a non-equilibrium geometry, with ωB97M-V/def2-TZVPD.

```
! RIJCOSX wB97M-V def2-TZVPD def2/J DEFGRID3
* xyz 0 1
O 2.77 -1.15 0.48
C 1.37 -1.47 0.77
N 0.52 -0.44 0.23
C 0.46 -0.30 -1.21
C -1.04 -0.48 -1.80
S -1.21 0.05 -3.50
H 3.11 -1.91 -0.10
H 1.12 -2.51 0.39
H 1.31 -1.48 1.94
H 0.33 0.45 0.69
H 0.95 0.73 -1.60
H 1.15 -1.19 -1.65
H -1.25 -1.59 -1.65
H -1.77 0.10 -1.18
H -0.07 0.67 -3.63
O -2.92 0.71 2.14
H -2.40 0.93 1.37
H -2.23 0.90 2.79
O 0.04 2.48 1.51
H -0.87 2.88 1.84
H 0.63 2.61 2.17
*
```

Output
Energy relative to the best compared isomer or geometry (same formula, charge and spin) in eV: 2.060
HOMO energy in eV: -8.905
HOMO-LUMO gap in Ha: 0.3346
SMILES string: OCNCCS.O.O
Maximum force in eV Å⁻¹: 6.5

Record 4
Computed, not measured: a 5-piece molecular cluster, C3H13NO4 overall in a non-equilibrium geometry, with ωB97M-V/def2-TZVPD.

```
! RIJCOSX wB97M-V def2-TZVPD def2/J DEFGRID3
* xyz 0 1
C 0.75 1.54 1.03
N 0.79 0.40 1.93
C -2.43 0.36 -1.30
C -2.66 -0.18 -0.03
O -1.78 -0.76 0.69
H -0.11 1.60 0.39
H 1.55 1.46 0.29
H 0.83 2.48 1.62
H -0.19 0.25 2.35
H -3.09 0.99 -1.87
H -1.47 0.18 -1.72
H -3.69 -0.04 0.37
H 1.05 -0.47 1.46
H -0.34 -1.82 0.49
O 0.48 -2.36 0.50
H 1.07 -0.35 -2.73
H 1.33 -0.15 -1.17
O 0.68 -0.04 -1.90
H 3.50 -0.82 -0.20
H 1.21 -1.79 0.09
O 2.53 -0.49 -0.29
*
```

Output
Energy relative to the best compared isomer or geometry (same formula, charge and spin) in eV: 8.848
HOMO energy in eV: -8.605
HOMO-LUMO gap in Ha: 0.1222
Maximum force in eV Å⁻¹: 3.1

Record 5
Computed, not measured: a 5-piece molecular cluster, C3H13NO4 overall in a non-equilibrium geometry, with ωB97M-V/def2-TZVPD.

```
! RIJCOSX wB97M-V def2-TZVPD def2/J DEFGRID3
* xyz 0 1
C 0.33 0.02 -2.98
C 1.06 -1.00 -2.56
N 2.02 -0.98 -1.56
C 3.20 -0.55 -1.53
H 0.56 1.04 -2.66
H -0.61 0.08 -3.52
H 0.91 -2.02 -2.89
H 3.65 -0.65 -0.54
H 3.77 -0.17 -2.38
O -4.90 -1.58 4.75
H -5.52 -1.09 4.20
H -4.12 -0.99 4.69
O 0.27 -0.60 2.05
H 0.34 -0.33 1.13
H 0.65 -1.48 2.10
O 1.44 4.00 -3.99
H 1.39 4.94 -3.79
H 0.94 3.87 -4.80
O -1.96 -0.17 4.09
H -1.53 0.02 3.25
H -1.37 -0.74 4.59
*
```

Output
Energy relative to the best compared isomer or geometry (same formula, charge and spin) in eV: 3.061
HOMO energy in eV: -8.959
HOMO-LUMO gap in Ha: 0.3531
SMILES string: C=CN=C.O.O.O.O
Maximum force in eV Å⁻¹: 1.8

Record 6
Computed, not measured: a 4-piece molecular cluster, C3H13O3S overall in a non-equilibrium geometry, with ωB97M-V/def2-TZVPD.

```
! RIJCOSX wB97M-V def2-TZVPD def2/J DEFGRID3
* xyz -1 1
C 1.56 -1.91 1.07
C 0.16 -1.55 1.12
C -0.47 -1.42 -0.30
S -0.28 0.00 -1.48
H 2.12 -1.36 1.86
H 1.88 -1.72 0.02
H 1.65 -2.98 1.40
H -0.48 -2.10 1.80
H 0.18 -0.59 1.62
H -1.50 -1.53 0.09
H -0.27 -2.47 -0.80
H 1.35 2.79 2.17
H 1.91 2.83 3.58
O 1.59 3.51 2.92
H -2.54 -0.56 -2.83
H -3.51 -1.64 -2.31
O -3.41 -1.07 -3.11
H 1.37 2.58 0.25
H 0.76 1.18 0.13
O 1.07 1.91 0.86
*
```

Output
Energy relative to the best compared isomer or geometry (same formula, charge and spin) in eV: 1.615
HOMO energy in eV: -3.620
HOMO-LUMO gap in Ha: 0.2663
Maximum force in eV Å⁻¹: 3.5

Record 7
Computed, not measured: a 4-piece molecular cluster, C3H13O5 overall in a non-equilibrium geometry, with ωB97M-V/def2-TZVPD.

```
! RIJCOSX wB97M-V def2-TZVPD def2/J DEFGRID3
* xyz 0 2
C 1.79 0.15 -0.42
C 0.64 -0.70 -0.88
O 0.71 -2.01 -0.25
C 1.52 1.68 -0.65
O 1.90 2.36 0.44
H 2.74 -0.12 -0.88
H 1.92 0.05 0.67
H -0.34 -0.37 -0.58
H 0.64 -0.85 -1.96
H 1.63 -2.33 -0.26
H 2.22 1.94 -1.45
H 0.47 1.79 -0.98
H -0.89 -2.31 0.67
H -0.63 -2.06 2.14
O -1.33 -2.10 1.49
H -2.69 0.91 -0.03
H -2.17 1.97 -0.97
O -2.63 1.13 -0.99
H -1.40 0.93 1.68
H -1.90 -0.50 1.59
O -2.21 0.43 1.65
*
```

Output
Energy relative to the best compared isomer or geometry (same formula, charge and spin) in eV: 0.000
HOMO energy (spin up / spin down) in eV: -10.757 / -10.512
HOMO-LUMO gap (spin up / spin down) in Ha: 0.4093 / 0.3160
Maximum force in eV Å⁻¹: 1.4

Record 8
Computed, not measured: C3H14CdNO as an isolated structure in a non-equilibrium geometry, with ωB97M-V/def2-TZVPD.

```
! RIJCOSX wB97M-V def2-TZVPD def2/J DEFGRID3
* xyz -1 1
C -1.05 -2.12 0.64
Cd 0.58 -1.35 -0.54
N 2.12 0.14 -1.94
H 0.73 -2.63 -1.70
H 1.70 0.61 -2.74
H 1.69 -2.61 -0.23
H -1.06 -3.21 0.41
H -2.06 -1.71 0.43
H -0.83 -2.01 1.72
H 2.72 0.84 -1.50
H 2.76 -0.56 -2.33
C -1.53 1.93 1.49
C -0.68 1.49 0.30
O 0.49 0.72 0.72
H -1.88 1.06 2.03
H -2.42 2.51 1.20
H -0.93 2.55 2.16
H -1.22 0.76 -0.31
H -0.40 2.32 -0.33
H 1.27 1.26 0.54
*
```

Output
Energy relative to the best compared isomer or geometry (same formula, charge and spin) in eV: 0.932
HOMO energy in eV: -0.706
HOMO-LUMO gap in Ha: 0.1397
Maximum force in eV Å⁻¹: 2.4

Record 9
Computed, not measured: a 3-piece molecular cluster, C3H14N2O2 overall in a non-equilibrium geometry, with ωB97M-V/def2-TZVPD.

```
! RIJCOSX wB97M-V def2-TZVPD def2/J DEFGRID3
* xyz -1 2
N -2.42 0.06 -0.20
C -1.44 1.18 -0.57
C -0.11 1.04 0.31
C 1.10 1.68 -0.25
N 2.30 0.97 0.21
H -2.23 -0.54 -1.08
H -1.95 -0.32 0.60
H -1.22 1.09 -1.75
H -1.90 2.24 -0.54
H 0.09 0.04 0.45
H -0.39 1.51 1.29
H 1.05 1.71 -1.35
H 1.03 2.80 0.01
H 2.62 1.36 1.12
H 3.00 1.22 -0.54
H -2.37 -3.53 0.99
H -0.97 -3.30 0.18
O -1.66 -2.94 0.75
H 1.46 -1.71 -0.46
H 2.41 -2.08 0.61
O 1.60 -2.47 0.21
*
```

Output
Energy relative to the best compared isomer or geometry (same formula, charge and spin) in eV: 1.605
HOMO energy (spin up / spin down) in eV: 1.050 / -5.609
HOMO-LUMO gap (spin up / spin down) in Ha: 0.0895 / 0.3292
Maximum force in eV Å⁻¹: 4.1

Record 10
Computed, not measured: a 3-piece molecular cluster, C3H14N2O2 overall in a non-equilibrium geometry, with ωB97M-V/def2-TZVPD.

```
! RIJCOSX wB97M-V def2-TZVPD def2/J DEFGRID3
* xyz 0 1
C -0.11 -1.72 -1.42
C 0.18 -0.22 -1.06
N -0.52 0.10 0.20
C -0.24 0.65 -2.23
N 0.21 2.00 -2.24
H 0.91 -2.30 -1.45
H -0.61 -2.20 -0.64
H -0.70 -2.00 -2.30
H 1.24 -0.12 -0.75
H -1.51 0.15 0.14
H -0.17 -0.45 1.00
H -1.31 0.66 -2.37
H 0.04 0.31 -3.23
H 1.05 2.19 -1.63
H -0.54 2.67 -2.08
O 0.46 -2.49 2.10
H 0.90 -2.21 1.38
H -0.18 -3.20 1.66
O 0.01 2.04 3.61
H -0.57 1.53 3.17
H 0.87 1.60 3.83
*
```

Output
Energy relative to the best compared isomer or geometry (same formula, charge and spin) in eV: 2.069
HOMO energy in eV: -8.905
HOMO-LUMO gap in Ha: 0.3482
SMILES string: C[C@H](N)CN.O.O
Maximum force in eV Å⁻¹: 6.2

Record 11
Computed, not measured: a 3-piece molecular cluster, C3H14N2O2 overall in a non-equilibrium geometry, with ωB97M-V/def2-TZVPD.

```
! RIJCOSX wB97M-V def2-TZVPD def2/J DEFGRID3
* xyz 0 1
N 1.43 -1.01 1.05
C 0.22 -0.39 0.42
C -0.54 0.66 1.27
C -2.00 0.63 0.80
N -2.27 1.82 -0.02
H 1.11 -1.78 1.64
H 1.88 -0.32 1.63
H 0.62 0.12 -0.46
H -0.35 -1.23 -0.01
H 0.00 1.57 0.99
H -0.42 0.37 2.30
H -2.28 -0.27 0.27
H -2.66 0.71 1.69
H -3.23 2.08 -0.17
H -1.84 1.73 -0.94
O 2.74 1.88 -1.68
H 2.69 1.47 -2.57
H 3.28 1.26 -1.16
O 0.57 -3.52 -1.70
H -0.06 -2.92 -2.11
H 1.10 -2.85 -1.25
*
```

Output
Energy relative to the best compared isomer or geometry (same formula, charge and spin) in eV: 1.231
HOMO energy in eV: -9.215
HOMO-LUMO gap in Ha: 0.3626
SMILES string: NCCCN.O.O
Maximum force in eV Å⁻¹: 2.6

Record 12
Computed, not measured: a 3-piece molecular cluster, C3H14N2O2S overall in a non-equilibrium geometry, with ωB97M-V/def2-TZVPD.

```
! RIJCOSX wB97M-V def2-TZVPD def2/J DEFGRID3
* xyz 0 1
N 1.62 -1.70 1.28
C 1.08 -1.90 -0.10
C 1.02 -0.58 -0.90
N 0.92 -0.84 -2.37
C 0.08 0.51 -0.41
S 0.86 2.17 -0.42
H 2.50 -2.17 1.38
H 1.68 -0.70 1.42
H 0.04 -2.28 -0.04
H 1.79 -2.61 -0.53
H 2.06 -0.24 -0.75
H 1.65 -0.31 -2.82
H 1.20 -1.80 -2.57
H -0.35 0.35 0.61
H -0.61 0.57 -1.26
H 2.14 2.10 -0.77
O -1.46 -0.63 4.42
H -0.54 -0.58 4.69
H -2.09 -1.10 4.99
O -4.25 0.97 -1.66
H -5.08 0.61 -2.01
H -3.83 0.26 -1.15
*
```

Output
Energy relative to the best compared isomer or geometry (same formula, charge and spin) in eV: 1.177
HOMO energy in eV: -8.977
HOMO-LUMO gap in Ha: 0.3600
SMILES string: NC[C@@H](N)CS.O.O
Maximum force in eV Å⁻¹: 3.0